{"formula": "C25H31N5NaO5", "method": "the ωB97M-V functional and the def2-TZVPD basis", "symbols": ["Na", "O", "O", "O", "O", "O", "N", "N", "N", "N", "N", "C", "C", "C", "C", "C", "C", "C", "C", "C", "C", "C", "C", "C", "C", "C", "C", "C", "C", "C", "C", "C", "C", "C", "C", "C", "H", "H", "H", "H", "H", "H", "H", "H", "H", "H", "H", "H", "H", "H", "H", "H", "H", "H", "H", "H", "H", "H", "H", "H", "H", "H", "H", "H", "H", "H", "H"], "positions_angstrom": [[-0.19311, -0.60246, 0.78480], [1.06369, -6.49898, -0.44508], [0.08997, -2.66608, 1.65539], [1.44494, -6.45100, -2.64896], [2.09757, 0.38351, 0.87997], [0.78009, -4.80421, 1.57901], [-1.21867, 1.37208, -0.17011], [-0.58946, 1.63664, 2.40663], [0.91750, -2.24367, -0.88192], [-2.36592, -1.14705, -0.50809], [1.18917, -2.34602, -2.19044], [0.52050, -3.67597, 1.06950], [0.77806, 3.58179, 1.90281], [-3.26358, 1.86389, -3.24609], [0.74106, 4.52897, -0.28562], [0.26727, 1.35757, 3.54999], [1.18875, -4.38967, -1.49104], [-3.18016, -0.93266, 0.68871], [-2.03299, 1.15315, -1.24055], [-2.54254, 2.13603, -2.09711], [3.93059, 1.66341, 0.30954], [-1.94730, 1.88813, 2.83077], [-0.11402, 3.52265, -0.70281], [-0.55698, 2.48126, 0.14111], [-2.46609, -2.54403, -0.94577], [-3.31756, -0.41068, -2.64454], [3.20073, -0.45765, 1.22918], [-2.57517, -0.14409, -1.50271], [-3.61332, 0.58620, -3.56533], [4.48727, 0.32294, 0.83006], [1.35913, -3.60537, -2.58704], [1.25893, -5.86435, -1.57416], [2.53572, 1.29547, -0.11563], [-0.12731, 2.63488, 1.52550], [0.86826, -3.48566, -0.41982], [1.20404, 4.55657, 1.01298], [-0.02635, 0.39118, 3.99264], [1.16549, 3.53326, 2.91025], [-2.32966, 1.02512, 3.35794], [2.54245, 0.79806, -1.10089], [1.10506, 5.25388, -1.01941], [1.58263, -3.87729, -3.60385], [3.17940, -0.57778, 2.31811], [1.24598, -1.49483, -2.71904], [5.11056, -0.16434, 0.05877], [-2.17853, -3.15829, -0.10043], [-0.35575, 3.48218, -1.75516], [0.99713, -5.85724, 0.34941], [1.84154, 2.11771, -0.15490], [-4.13793, 0.35709, -4.48885], [-2.55175, 2.13792, 1.98264], [-3.48974, -2.82904, -1.23432], [1.91320, 5.31380, 1.32153], [3.12933, -1.41558, 0.70539], [4.51728, 2.11492, -0.49819], [-2.98663, 0.07452, 1.07308], [-2.87389, -1.69630, 1.41579], [0.20877, 2.11886, 4.34624], [-2.35554, 3.17803, -1.84832], [3.87741, 2.42577, 1.11301], [-1.77200, -2.64712, -1.77465], [-4.23934, -1.09083, 0.50391], [1.27012, 1.29141, 3.18199], [-3.73044, -1.38801, -2.81332], [5.14008, 0.45226, 1.71947], [-2.00165, 2.76316, 3.50975], [-3.61630, 2.67196, -3.88171]], "forces_ev_per_angstrom": [[0.02, 0.19, -0.14], [0.13, -0.13, 0.53], [-0.11, -0.19, -0.08], [-0.19, 0.91, 1.62], [-0.11, -0.24, 0.14], [-0.26, 0.30, -0.96], [-0.98, -1.57, -0.04], [0.28, -0.52, 0.87], [-0.37, -0.03, 0.15], [-0.02, -0.53, 0.14], [0.06, 0.70, 0.35], [0.69, -0.28, 0.29], [0.03, 0.18, 0.28], [-0.20, 0.80, -0.05], [0.21, 0.10, -0.11], [-0.73, -0.24, 0.07], [-0.31, -0.39, 0.68], [0.74, -0.17, 0.12], [-0.17, 0.38, -0.20], [0.24, 1.09, -0.09], [0.48, 0.61, 0.42], [0.18, 0.50, 0.47], [-0.22, -0.21, -0.59], [0.52, 1.53, 0.71], [-0.06, 1.05, 0.14], [0.17, 0.18, 0.19], [0.53, 0.42, -0.04], [0.09, -0.43, 0.27], [-0.25, -0.71, -0.42], [0.45, 0.18, 0.34], [0.18, 0.09, -0.71], [-0.01, -0.68, -1.33], [-0.04, -0.35, -0.35], [-0.32, -0.83, -1.27], [0.23, 0.07, -0.25], [0.56, 0.53, -0.12], [0.09, 0.29, -0.12], [0.02, 0.29, 0.10], [-0.28, -0.28, 0.07], [0.02, 0.00, 0.07], [-0.18, -0.14, 0.26], [0.00, -0.04, 0.00], [-0.18, -0.33, -0.27], [0.01, -0.02, -0.16], [-0.51, -0.02, 0.28], [0.21, -0.25, 0.01], [-0.05, -0.04, -0.04], [-0.10, -0.15, -0.03], [-0.12, 0.22, 0.03], [-0.03, 0.00, 0.17], [-0.43, -0.14, -0.54], [0.08, -0.03, -0.13], [0.03, 0.01, 0.06], [-0.10, 0.00, 0.20], [-0.04, -0.22, 0.07], [-0.16, -0.25, -0.02], [-0.01, 0.30, 0.13], [0.02, 0.03, -0.06], [0.05, -0.18, -0.11], [-0.03, -0.45, -0.29], [-0.06, -0.44, -0.13], [-0.45, 0.14, -0.18], [0.69, -0.15, -0.01], [0.09, -0.36, 0.04], [-0.34, 0.01, -0.56], [0.08, -0.16, 0.02], [0.22, 0.08, 0.09]], "total_charge": -1, "e_lumo_ev": 2.06, "energy_ev": -48536.5237, "homo_lumo_gap_ev": 5.74}